Entry 1:
The following is a quantum chemistry calculation of a molecular structure, C36H34AsNO6P2PdS3 at a distorted geometry, from the Open Molecules 2025 dataset.

```
84
Properties=species:S:1:pos:R:3:lowdin_charge:R:1
Pd -0.5449 0.0406 0.2546 0.790
S -0.3883 -0.3781 2.9112 0.457
P 0.7432 1.2520 2.6913 0.468
C 1.0683 1.4776 1.0069 -0.416
P 2.3627 1.0433 -0.0777 0.424
S 1.6150 -0.1412 -1.4681 0.389
C 3.6999 0.2812 0.8654 -0.334
C 3.3969 -0.8287 1.6586 -0.096
C 4.3827 -1.4070 2.4442 -0.065
C 5.6754 -0.8925 2.4297 -0.075
C 5.9822 0.1975 1.6271 -0.076
C 4.9948 0.7953 0.8530 -0.072
C 3.0297 2.5806 -0.7351 -0.354
C 3.7638 2.5528 -1.9183 -0.095
C 4.3197 3.7236 -2.4093 -0.070
C 4.1321 4.9226 -1.7297 -0.076
C 3.3849 4.9543 -0.5615 -0.070
C 2.8341 3.7812 -0.0617 -0.079
C 2.1702 1.1909 3.7969 -0.356
C 2.1743 0.3181 4.8800 -0.107
C 3.2655 0.2936 5.7399 -0.072
C 4.3544 1.1219 5.5063 -0.075
C 4.3565 1.9855 4.4171 -0.070
C 3.2633 2.0249 3.5664 -0.077
C -0.1652 2.7335 3.1792 -0.330
C -0.6760 3.5965 2.2116 -0.090
C -1.4248 4.6993 2.6013 -0.071
C -1.6684 4.9337 3.9463 -0.075
C -1.1672 4.0670 4.9106 -0.072
C -0.4159 2.9671 4.5283 -0.074
H 2.3907 -1.2330 1.6654 0.071
H 4.1395 -2.2566 3.0730 0.111
H 6.4436 -1.3409 3.0486 0.107
H 6.9910 0.5928 1.6098 0.106
H 5.2364 1.6579 0.2459 0.103
H 3.8780 1.6191 -2.4572 0.099
H 4.8925 3.7041 -3.3279 0.107
H 4.5618 5.8371 -2.1194 0.105
H 3.2248 5.8904 -0.0419 0.107
H 2.2351 3.8042 0.8434 0.089
H 1.3342 -0.3490 5.0379 0.075
H 3.2677 -0.3839 6.5850 0.107
H 5.2094 1.0906 6.1703 0.105
H 5.2108 2.6240 4.2276 0.110
H 3.2661 2.6971 2.7141 0.101
H -0.4991 3.3934 1.1615 0.083
H -1.8312 5.3731 1.8544 0.105
H -2.2519 5.7952 4.2476 0.105
H -1.3670 4.2477 5.9603 0.106
H -0.0273 2.2889 5.2792 0.107
O -3.5081 3.2006 -0.4263 -0.243
As -2.7378 1.6102 -0.4145 0.917
O -2.4309 1.1403 1.1633 -0.492
O -1.1878 1.8524 -1.0339 -0.487
C -4.1769 0.6415 -1.2642 -0.224
C -5.3103 1.3561 -1.6262 -0.079
C -6.4134 0.6781 -2.1343 -0.072
C -6.3905 -0.6989 -2.2757 -0.065
C -5.2586 -1.4236 -1.9239 -0.047
C -4.1587 -0.7584 -1.4178 -0.260
S -2.6785 -1.6562 -1.0450 0.426
O -2.5189 -1.5826 0.4002 -0.384
O -2.8142 -2.9876 -1.5840 -0.311
O -1.6569 -0.7993 -1.6948 -0.428
H -2.8286 3.8255 -0.1441 0.030
H -5.3273 2.4286 -1.5127 0.095
H -7.2950 1.2377 -2.4235 0.105
H -7.2552 -1.2139 -2.6763 0.107
H -5.2067 -2.4986 -2.0486 0.114
C 0.1493 -4.8750 -1.5098 -0.025
C 0.7951 -4.5551 -0.1559 -0.569
C 2.3220 -4.6911 -0.2347 -0.039
C 0.2222 -5.4585 0.9452 -0.035
C 0.4993 -3.1470 0.2085 -0.111
N 0.3306 -2.0662 0.5462 0.088
H 0.2264 -5.9497 -1.6840 0.092
H 0.6640 -4.3501 -2.3164 0.095
H -0.8960 -4.5781 -1.5344 0.069
H 2.5723 -5.7159 -0.5159 0.091
H 2.7883 -4.4685 0.7277 0.084
H 2.7326 -4.0103 -0.9818 0.090
H 0.4607 -6.4968 0.7092 0.089
H -0.8619 -5.3523 1.0056 0.097
H 0.6503 -5.2126 1.9185 0.089
```

Total charge ... 0
HOMO-LUMO gap (alpha / beta) ... 8.382 / 6.398 eV
F_max ... 0.022 hartree/bohr
ΔE to the lowest compared entry with this formula, charge and spin ... 0.000 eV
Spin multiplicity ... 5


Entry 2:
The following is a quantum chemistry calculation of a molecular structure, C36H34BN6Pt at a distorted geometry, from the Open Molecules 2025 dataset.

```
78
Properties=species:S:1:pos:R:3:lowdin_charge:R:1
Pt 0.1644 -0.3546 -0.0119 1.287
C 0.0198 -3.5513 -0.8561 -0.044
C 1.1056 -2.5763 -0.8651 -0.099
C 1.6166 -2.0652 0.3485 -0.228
C 1.0337 -2.5262 1.5699 -0.049
C -0.0047 -3.4432 1.5434 -0.064
C -0.5307 -3.9114 0.3632 -0.059
H -0.4580 -3.9262 -1.7324 0.100
H 1.5460 -2.3669 -1.8670 0.135
H 2.5716 -1.5061 0.3218 0.107
H 1.3652 -2.1517 2.5559 0.110
H -0.4804 -3.6973 2.4666 0.115
H -1.4189 -4.5466 0.3321 0.131
C 0.3408 2.8222 -4.3827 0.033
C -0.1222 1.6289 -3.6073 -0.164
C -0.7473 0.4069 -4.0456 0.069
C -0.8476 -0.5027 -3.0035 -0.087
N -0.4619 0.3170 -1.8391 -0.071
N -0.0972 1.5789 -2.2449 0.058
B 0.1947 2.6966 -1.2045 -0.334
N 1.6171 2.3406 -0.4583 0.000
N 1.7307 1.2284 0.2105 -0.026
C 2.9237 1.1286 0.6590 -0.249
C 3.6765 2.2020 0.1833 0.065
C 2.8249 3.0092 -0.5305 -0.168
C 3.0849 4.3799 -1.2468 0.027
C 3.3831 0.1603 1.6809 -0.193
C 4.6286 -0.5544 1.5552 -0.043
C 5.0598 -1.4803 2.4174 -0.051
C 4.3254 -1.7527 3.6048 -0.020
C 3.1905 -0.9788 3.8133 -0.072
C 2.7424 0.0191 2.8815 -0.046
N -0.9945 2.3535 -0.1417 0.090
N -1.0508 1.2194 0.6036 -0.011
C -1.8765 1.5443 1.7027 -0.141
C -2.4252 2.7500 1.6047 0.075
C -1.8298 3.3289 0.4735 -0.162
C -1.7947 4.6861 -0.0250 0.024
C -2.3251 0.3810 2.5677 -0.132
C -2.5975 0.5838 3.9660 0.013
C -2.9746 -0.4802 4.7475 -0.025
C -3.1069 -1.6928 4.0531 -0.037
C -2.9170 -1.9177 2.6962 -0.039
C -2.4405 -0.8260 1.9195 -0.045
C -1.6875 -1.7580 -2.9953 -0.110
C -1.7932 -2.5196 -4.2040 0.005
C -2.6526 -3.4972 -4.1860 -0.031
C -3.4773 -3.7773 -3.1071 0.045
C -3.4379 -3.0177 -1.9674 -0.020
C -2.4795 -2.0615 -1.9074 -0.037
H 0.6363 3.6302 -3.6896 0.081
H -0.5075 3.1174 -4.9550 0.096
H 1.1875 2.5867 -5.0340 0.116
H -1.1355 0.2675 -5.0673 0.149
H 0.4519 3.7223 -1.6771 0.097
H 4.6388 2.5934 0.2816 0.123
H 3.7914 4.9631 -0.6260 0.104
H 2.2489 4.9758 -1.3144 0.031
H 3.5481 4.2058 -2.2496 0.111
H 5.2127 -0.3695 0.6777 0.120
H 6.0577 -1.8976 2.2699 0.129
H 4.5335 -2.3953 4.4262 0.110
H 2.5652 -1.0687 4.6865 0.108
H 1.8600 0.5064 3.1451 0.092
H -3.2376 3.2251 2.1594 0.165
H -2.4239 5.3420 0.5295 0.098
H -1.9690 4.7818 -1.1522 0.147
H -0.7825 4.9697 0.3635 0.143
H -2.3930 1.5823 4.4062 0.143
H -3.1142 -0.3983 5.8637 0.156
H -3.5871 -2.5675 4.6369 0.161
H -3.0062 -2.9216 2.2796 0.113
H -2.1845 -0.8906 0.8646 0.053
H -1.1261 -2.1227 -4.9917 0.152
H -2.7047 -4.1386 -5.1683 0.190
H -4.2793 -4.4875 -2.9963 0.146
H -3.9757 -3.1442 -1.0581 0.129
H -2.4213 -1.3929 -1.0227 0.105
```

Total charge ... +3
HOMO-LUMO gap (alpha / beta) ... 7.082 / 3.346 eV
F_max ... 0.125 hartree/bohr
Spin multiplicity ... 5


- What is the F_max in the first record?
  0.022 hartree/bohr


- The highest F_max belongs to which entry?
  C36H34BN6Pt